{"formula": "C27H68F8N8O20S8", "method": "the ωB97M-V functional and the def2-TZVPD basis", "spin_multiplicity": 2, "homo_ev": [-1.28, -6.52], "charge": -1, "energy_ha": -6996.29836, "e_lumo_ev": [1.2, 1.2], "symbols": ["C", "C", "N", "C", "C", "C", "C", "C", "O", "C", "H", "H", "H", "H", "H", "H", "H", "H", "H", "H", "H", "H", "H", "H", "H", "H", "H", "H", "H", "H", "C", "C", "N", "C", "C", "C", "C", "C", "O", "C", "H", "H", "H", "H", "H", "H", "H", "H", "H", "H", "H", "H", "H", "H", "H", "H", "H", "H", "H", "H", "C", "C", "N", "C", "C", "C", "C", "C", "O", "C", "H", "H", "H", "H", "H", "H", "H", "H", "H", "H", "H", "H", "H", "H", "H", "H", "H", "H", "H", "H", "C", "C", "O", "N", "H", "H", "C", "H", "H", "H", "H", "H", "H", "N", "S", "O", "O", "F", "S", "O", "O", "F", "N", "S", "O", "O", "F", "S", "O", "O", "F", "N", "S", "O", "O", "F", "S", "O", "O", "F", "N", "S", "O", "O", "F", "S", "O", "O", "F"], "xyz": [[-9.33109, -7.81734, -10.83711], [-10.79952, -7.29544, -10.84711], [-10.98169, -5.92830, -11.63109], [-10.71294, -6.30283, -13.12777], [-12.48639, -5.38338, -11.51062], [-12.91884, -4.97134, -10.09518], [-9.92127, -4.92689, -11.09577], [-10.14530, -3.49496, -11.56845], [-10.40641, -3.36183, -12.94739], [-10.58783, -2.03097, -13.39418], [-9.25694, -8.88032, -10.60757], [-8.72082, -7.32360, -10.08087], [-8.70604, -7.82405, -11.73006], [-11.11265, -7.05816, -9.83038], [-11.50368, -8.05354, -11.18997], [-11.30019, -5.67906, -13.80167], [-11.14616, -7.29285, -13.27023], [-9.64524, -6.32390, -13.34612], [-13.07554, -6.23072, -11.86134], [-12.46359, -4.66228, -12.32769], [-12.34448, -4.06715, -9.89354], [-12.85174, -5.80077, -9.39115], [-13.91862, -4.54878, -10.19510], [-8.96086, -5.29095, -11.46071], [-9.90809, -4.95688, -10.00626], [-9.23198, -2.92754, -11.38963], [-10.79843, -2.92541, -10.90729], [-9.90519, -1.35306, -12.88181], [-11.58965, -1.77660, -13.04811], [-10.60034, -1.89865, -14.47605], [-15.72947, -13.44804, -14.40019], [-15.35609, -14.52160, -15.42297], [-13.89242, -14.60433, -15.96360], [-13.01326, -15.10815, -14.75942], [-13.78540, -15.72400, -17.00802], [-14.38182, -15.38871, -18.40686], [-13.30891, -13.26192, -16.51692], [-11.74383, -13.18740, -16.61328], [-11.34125, -14.19090, -17.54571], [-9.91232, -14.48922, -17.51443], [-16.59544, -13.77334, -13.82367], [-15.83331, -12.53313, -14.98351], [-14.93127, -13.26755, -13.68019], [-15.98391, -14.19083, -16.25033], [-15.61819, -15.48628, -14.98847], [-13.62103, -15.71213, -14.08568], [-12.82037, -14.13530, -14.30724], [-12.07213, -15.52276, -15.12063], [-14.38820, -16.47978, -16.50452], [-12.77344, -16.11950, -17.09529], [-15.33573, -14.86356, -18.35809], [-14.41888, -16.26706, -19.05125], [-13.80180, -14.67701, -18.99436], [-13.63067, -12.54696, -15.75969], [-13.80623, -13.08576, -17.47072], [-11.16532, -13.32977, -15.70051], [-11.48530, -12.25831, -17.12128], [-9.61736, -15.08512, -18.37815], [-9.67324, -14.99373, -16.57826], [-9.29957, -13.59333, -17.61447], [-11.12752, -12.99937, -23.35500], [-11.11179, -11.49154, -22.92769], [-12.07941, -11.05580, -21.72590], [-12.09819, -12.25894, -20.70391], [-11.67698, -9.74751, -21.07637], [-10.21444, -9.79397, -20.45166], [-13.52440, -10.95188, -22.34160], [-14.00344, -9.67142, -23.08550], [-13.14626, -9.52966, -24.19016], [-13.09601, -8.21880, -24.73846], [-10.62760, -13.58216, -22.58134], [-10.46854, -13.09018, -24.21848], [-12.08297, -13.37647, -23.71970], [-11.34395, -10.93639, -23.83653], [-10.13511, -11.12189, -22.61534], [-12.75505, -13.08485, -20.97687], [-12.61406, -11.92483, -19.80372], [-11.12885, -12.64572, -20.38945], [-12.54206, -9.53607, -20.44785], [-11.63004, -8.94022, -21.80724], [-10.12030, -8.85677, -19.90313], [-9.43740, -9.81174, -21.21585], [-10.14118, -10.52236, -19.64408], [-14.22596, -11.07872, -21.51709], [-13.65065, -11.83703, -22.96504], [-14.07893, -8.73299, -22.53617], [-15.04442, -9.77202, -23.39264], [-14.12996, -7.91427, -24.90069], [-12.58726, -8.26281, -25.70145], [-12.50663, -7.65921, -24.01211], [-11.28857, -7.88295, -16.57661], [-12.40083, -8.88898, -16.82932], [-12.51398, -9.45217, -17.93485], [-13.52263, -9.03056, -15.78836], [-13.29692, -9.57885, -14.97071], [-13.53900, -8.11258, -15.36748], [-14.92384, -9.54698, -16.32040], [-10.90141, -8.06337, -15.57378], [-11.63656, -6.85124, -16.62740], [-10.53020, -8.06670, -17.33767], [-15.53129, -9.18745, -15.48983], [-14.79500, -10.62342, -16.43341], [-15.17389, -9.09270, -17.27915], [-12.69124, -10.58312, -13.70759], [-13.30495, -10.67164, -12.32366], [-13.32426, -9.45608, -11.52613], [-13.20494, -11.95682, -11.66279], [-14.81696, -10.72469, -12.83293], [-11.18263, -11.11112, -13.13313], [-10.62265, -12.39759, -13.46547], [-10.51060, -10.54645, -11.98224], [-10.34241, -10.20126, -14.18981], [-14.14380, -6.67263, -14.87353], [-15.36901, -6.59622, -14.00956], [-16.56334, -6.93039, -14.76530], [-15.49467, -5.69063, -12.84893], [-15.13921, -7.95092, -13.15617], [-14.18977, -5.04074, -15.20884], [-13.16680, -4.23755, -14.56422], [-15.43858, -4.37574, -15.60234], [-13.48986, -5.35838, -16.64844], [-16.60644, -6.69147, -19.62434], [-15.27817, -6.06219, -19.42558], [-15.24371, -4.64184, -18.97327], [-14.07667, -6.67428, -20.06399], [-15.23196, -6.75895, -17.94235], [-16.83754, -5.77085, -21.01160], [-16.09490, -6.27863, -22.18207], [-16.93540, -4.32493, -20.88089], [-18.39000, -6.13771, -21.34137], [-17.28017, -10.19472, -18.61400], [-16.75957, -11.28575, -19.83225], [-17.84438, -12.00596, -20.49674], [-15.43377, -11.91068, -19.66903], [-16.37904, -10.07770, -20.92645], [-17.64441, -11.35237, -17.76570], [-16.58449, -12.06960, -17.10356], [-18.93673, -11.99784, -18.02593], [-18.15206, -10.44781, -16.48695]], "mulliken_charge": [-1.513, 0.259, 0.548, -0.970, 0.021, -1.376, -0.706, -1.051, -0.200, -0.909, 0.443, 0.379, 0.300, 0.547, -0.037, 0.317, 0.164, 0.478, 0.167, 0.280, 0.242, 0.325, 0.426, 0.571, 0.297, 0.594, 0.450, 0.349, 0.345, 0.265, -1.058, -0.537, 0.115, -1.049, -0.384, -1.107, 0.621, -0.884, -0.168, -0.956, 0.407, 0.226, 0.227, 0.252, 0.637, 0.333, 0.572, 0.277, 0.610, 0.450, 0.353, 0.454, 0.032, -0.372, 0.070, 0.514, 0.372, 0.273, 0.342, 0.327, -1.249, -0.302, 0.856, -1.651, -0.171, -1.374, -0.003, -1.029, -0.392, -0.774, 0.281, 0.463, 0.299, 0.312, 0.424, 0.553, 0.273, 0.622, 0.535, 0.014, 0.366, 0.498, 0.224, -0.225, 0.522, 0.503, 0.532, 0.356, 0.215, 0.312, -1.028, 0.321, -0.184, 2.667, -0.311, -0.078, -0.275, 0.124, 0.152, 0.317, 0.291, -0.136, 0.173, -0.465, 0.962, -0.745, -0.741, -0.308, 0.716, -0.782, -0.745, -0.336, -0.085, 0.734, -0.580, -0.653, -0.173, 0.681, -0.611, -0.556, -0.275, -0.121, 0.966, -0.611, -0.594, -0.101, 0.941, -0.561, -0.572, -0.295, -0.045, 1.136, -0.632, -0.548, -0.334, 0.732, -0.308, -0.691, -0.381]}